ORCA calculation (ωB97M-V/def2-TZVPD) on a cluster of 5 separate species, C25H45N6O3 in total.

The geometry in ORCA input format:
```
! wB97M-V def2-TZVPD RIJCOSX def2/J DEFGRID3
* xyz 0 2
C 0.50 -3.80 2.56
C -0.75 -2.98 1.97
N -0.58 -2.52 0.56
C -0.40 -1.05 0.44
C -1.81 -0.34 0.84
C -3.00 -1.17 0.13
C -4.18 -0.19 -0.41
C -4.81 0.73 0.74
O -5.31 1.97 0.14
C -4.19 2.82 -0.17
C -3.38 3.53 1.01
O -3.84 2.99 -1.36
C -0.08 -0.55 -1.06
C 1.47 -0.26 -1.35
C 1.51 0.37 -2.85
C 2.37 -1.61 -1.46
N 2.10 0.76 -0.47
O 3.41 0.64 -0.50
C 1.54 0.77 0.92
C 2.80 0.96 1.93
C 0.65 2.10 1.09
C 0.82 -0.58 1.37
H 1.06 -4.39 1.76
H 0.09 -4.47 3.40
H 1.19 -3.03 3.07
H -1.65 -3.69 1.98
H -0.99 -2.16 2.72
H 0.21 -3.04 0.16
H -1.87 0.72 0.42
H -1.91 -0.28 1.97
H -2.62 -1.71 -0.81
H -3.41 -1.90 0.92
H -4.99 -0.89 -0.80
H -3.73 0.37 -1.28
H -4.12 0.94 1.61
H -5.73 0.20 1.15
H -2.37 2.99 1.07
H -3.23 4.63 0.76
H -3.98 3.37 1.96
H -0.66 0.39 -1.33
H -0.43 -1.37 -1.78
H 0.93 1.36 -2.78
H 0.94 -0.29 -3.59
H 2.58 0.57 -3.21
H 3.33 -1.40 -2.04
H 1.81 -2.41 -2.05
H 2.69 -1.99 -0.43
H 2.33 1.08 2.98
H 3.45 0.02 2.00
H 3.38 1.91 1.74
H 0.69 2.67 0.10
H 1.15 2.76 1.89
H -0.41 1.92 1.44
H 0.51 -0.51 2.47
H 1.61 -1.43 1.34
C -4.70 6.22 -1.53
C -4.21 7.11 -0.44
N -3.82 7.81 0.42
H -4.81 5.20 -1.15
H -5.67 6.57 -1.89
H -3.99 6.22 -2.36
C 3.30 0.55 -6.57
C 2.90 -0.76 -5.97
N 2.58 -1.81 -5.52
H 2.54 1.30 -6.36
H 4.25 0.88 -6.13
H 3.43 0.45 -7.64
C -0.23 -4.66 7.21
C -0.84 -3.69 6.25
N -1.31 -2.93 5.49
H -0.99 -5.36 7.56
H 0.57 -5.21 6.73
H 0.17 -4.12 8.07
C 6.90 -1.54 -2.51
C 6.31 -0.59 -3.50
N 5.84 0.16 -4.28
H 6.13 -2.23 -2.15
H 7.70 -2.12 -2.99
H 7.31 -0.99 -1.67
*
```

As for the expectation value of S²: 0.7542. The calculation puts the HOMO-LUMO gap (spin up / spin down) at 0.33170 / 0.32300 Ha. The value obtained for the LUMO energy (spin up / spin down) is 0.4866 / 0.1802 eV. For the total energy, the calculation gives -41731.221 eV. The calculation puts the molar mass at 477.7 g mol⁻¹.

=====

ORCA calculation (ωB97M-V/def2-TZVPD) on a structure of composition C25H46BInNP2.

The geometry in ORCA input format:
```
! wB97M-V def2-TZVPD RIJCOSX def2/J DEFGRID3
* xyz 1 1
In 1.34 2.71 -2.71
C 1.43 -4.35 1.11
C 0.03 -4.10 1.03
C 0.90 -4.00 -1.10
C 1.95 -4.32 -0.21
C -0.29 -3.87 -0.34
C 2.24 -4.60 2.31
H 1.62 -4.61 3.22
H 3.03 -3.84 2.42
H 2.74 -5.58 2.24
C 3.33 -4.64 -0.60
H 3.83 -5.20 0.21
H 3.91 -3.74 -0.80
H 3.35 -5.26 -1.51
C 1.02 -3.83 -2.56
H 1.56 -4.69 -3.02
H 1.60 -2.92 -2.78
H 0.04 -3.75 -3.05
C -1.66 -3.60 -0.86
H -2.25 -4.54 -0.89
H -1.61 -3.20 -1.88
H -2.19 -2.88 -0.21
C -0.95 -4.17 2.13
H -1.74 -4.93 1.93
H -1.47 -3.21 2.26
H -0.46 -4.44 3.08
C 1.22 -0.24 2.32
C 0.78 -1.06 3.32
C -0.53 -1.02 4.11
C -1.66 -0.33 3.34
C -1.96 -0.84 1.97
C -1.44 -0.40 0.83
C -0.32 0.59 0.57
C 0.49 0.98 1.81
H -0.41 -0.54 5.11
H -1.50 0.76 3.36
H -0.85 -2.05 4.35
H -0.14 1.54 2.52
H 2.30 -0.22 2.14
H 1.48 -1.80 3.76
H 1.26 1.70 1.53
H 0.42 0.22 -0.15
H -1.73 -0.85 -0.14
H -0.71 1.50 0.09
H -2.59 -0.55 3.85
H -2.72 -1.63 1.87
P -0.46 3.92 -0.94
P -1.98 3.89 -3.57
C -1.24 5.57 -1.46
C -1.60 5.61 -2.94
H -0.54 6.38 -1.20
H -2.15 5.73 -0.86
H -2.48 6.25 -3.11
H -0.77 6.01 -3.53
C -2.52 4.51 -5.20
H -3.04 3.71 -5.74
H -1.65 4.80 -5.78
H -3.19 5.36 -5.12
C -3.72 3.90 -2.87
H -4.22 4.87 -3.04
H -3.72 3.68 -1.79
H -4.30 3.12 -3.39
C 1.26 4.63 -0.62
H 1.85 3.86 -0.12
H 1.19 5.53 0.00
H 1.68 4.94 -1.60
C -1.16 4.17 0.75
H -2.25 4.09 0.71
H -0.91 5.17 1.15
H -0.79 3.42 1.47
B 4.31 -1.42 0.81
C 3.33 -0.86 -0.26
N 2.61 -0.38 -1.05
H 5.26 -0.62 0.89
H 4.74 -2.52 0.54
H 3.79 -1.51 1.90
*
```

The value obtained for the energy relative to the best compared isomer or geometry (same formula, charge and spin) is 0.00 kJ/mol. The calculation puts the HOMO-LUMO gap (spin up / spin down) at 0.21698 / 0.21805 Ha. The value obtained for the LUMO energy (spin up / spin down) is -4.8709 / -4.8438 eV. For the total energy, the calculation gives -52578.012 eV. The calculation puts the molar mass at 548.2 g mol⁻¹.

=====

ORCA calculation (ωB97M-V/def2-TZVPD) on a structure of composition C25H46CeO2P2.

The geometry in ORCA input format:
```
! wB97M-V def2-TZVPD RIJCOSX def2/J DEFGRID3
* xyz 2 1
Ce -0.39 0.76 -0.10
C 1.50 1.51 -2.31
C 1.07 2.63 -1.52
C 2.76 1.53 -0.37
C 2.56 0.86 -1.61
C 1.84 2.62 -0.30
C 1.04 1.16 -3.68
H 0.09 1.65 -3.92
H 0.90 0.08 -3.81
H 1.77 1.49 -4.44
C 3.32 -0.32 -2.08
H 3.35 -0.40 -3.17
H 2.87 -1.25 -1.69
H 4.37 -0.31 -1.74
C 3.77 1.15 0.65
H 4.80 1.32 0.30
H 3.70 0.08 0.90
H 3.65 1.73 1.57
C 1.73 3.62 0.80
H 2.07 4.62 0.48
H 2.34 3.34 1.67
H 0.69 3.75 1.16
C 0.07 3.65 -1.96
H 0.45 4.24 -2.80
H -0.17 4.35 -1.15
H -0.87 3.19 -2.30
C -2.30 -0.52 -0.51
C -2.24 0.47 -1.50
C -3.23 1.63 -1.59
C -3.07 2.76 -0.54
C -1.90 2.56 0.40
C -1.94 1.61 1.42
C -3.16 0.70 1.63
C -3.28 -0.49 0.64
H -4.27 1.26 -1.52
H -4.01 2.84 0.04
H -3.12 2.08 -2.59
H -4.31 -0.51 0.24
H -1.80 -1.48 -0.69
H -1.65 0.28 -2.42
H -3.16 -1.42 1.22
H -3.07 0.30 2.65
H -1.22 1.65 2.26
H -4.10 1.27 1.64
H -2.96 3.74 -1.04
H -1.15 3.36 0.45
P -0.49 -3.20 -3.15
C 1.26 -3.49 -3.66
H 1.34 -4.51 -4.08
H 1.94 -3.36 -2.81
H 1.53 -2.76 -4.44
C -0.59 -4.55 -1.89
H -0.40 -5.53 -2.37
H -1.60 -4.53 -1.47
H 0.13 -4.36 -1.09
C -1.26 -4.16 -4.52
H -2.34 -4.20 -4.36
H -0.85 -5.17 -4.54
H -1.06 -3.65 -5.47
P 0.27 -0.19 4.77
C 0.39 0.74 6.35
H -0.02 0.18 7.19
H -0.20 1.65 6.21
H 1.42 1.06 6.55
C -1.04 -1.42 5.22
H -1.99 -1.00 4.86
H -1.10 -1.61 6.30
H -0.87 -2.36 4.68
C 1.74 -1.31 4.86
H 2.06 -1.53 5.89
H 2.56 -0.82 4.31
H 1.51 -2.25 4.33
O 0.90 -2.12 -0.29
C 1.09 -1.75 0.89
O 0.60 -0.67 1.39
H 1.75 -2.32 1.59
*
```

The calculation puts the HOMO-LUMO gap (spin up / spin down) at 0.14717 / 0.14699 Ha. The value obtained for the LUMO energy (spin up / spin down) is -9.0928 / -9.0977 eV. For the total energy, the calculation gives -62253.261 eV. The calculation puts the molar mass at 580.7 g mol⁻¹.